Density functional theory data (ωB97M-V with the def2-TZVPD basis set) for a single C22H25N3O4 molecule.

Structure (SMILES) = CCNC(=O)C[C@H]1C(=O)N(c2ccccc2)C(=O)N1CCc1ccc(OC)cc1
Multiplicity = 1
Frontier orbital gap = 0.3321 hartree
E_tot = -35882.1374 eV
Charge = 0

Geometry as XYZ:
```
54
C22H25N3O4 ωB97M-V with the def2-TZVPD basis set
C -2.8830 0.6401 -2.4433
C -2.5295 2.0453 -2.9204
N -1.2341 2.4822 -2.4408
C -1.0973 3.2446 -1.3344
O -2.0353 3.6986 -0.7178
C 0.3543 3.5155 -0.9348
C 0.9908 2.2726 -0.2802
C 0.0301 1.7265 0.7744
O -0.2519 2.2304 1.8259
N -0.4419 0.5410 0.2655
C -1.4472 -0.2462 0.8782
C -1.3400 -1.6303 0.8969
C -2.3331 -2.3790 1.5034
C -3.4206 -1.7554 2.0915
C -3.5233 -0.3744 2.0630
C -2.5427 0.3869 1.4532
C 0.2541 0.1610 -0.8909
O 0.0814 -0.8452 -1.5292
N 1.1113 1.1756 -1.2052
C 2.2989 0.9171 -1.9844
C 3.4787 0.4634 -1.0998
C 3.0275 -0.6396 -0.1824
C 2.9147 -1.9473 -0.6446
C 2.3929 -2.9369 0.1576
C 1.9539 -2.6446 1.4512
O 1.4187 -3.6827 2.1490
C 0.8937 -3.4299 3.4300
C 2.0853 -1.3468 1.9298
C 2.6197 -0.3642 1.1135
H -3.8180 0.3219 -2.8961
H -2.1046 -0.0707 -2.7129
H -3.0012 0.6268 -1.3625
H -2.5182 2.0842 -4.0134
H -3.2603 2.7636 -2.5429
H -0.4253 2.0262 -2.8331
H 0.3490 4.3261 -0.2059
H 0.9400 3.8113 -1.8067
H 1.9513 2.5493 0.1639
H -0.4961 -2.1123 0.4314
H -2.2498 -3.4554 1.5180
H -4.1898 -2.3451 2.5677
H -4.3735 0.1158 2.5125
H -2.6200 1.4624 1.4221
H 2.0388 0.1162 -2.6806
H 2.5650 1.8165 -2.5467
H 4.2819 0.1199 -1.7529
H 3.8503 1.3084 -0.5167
H 3.2291 -2.1877 -1.6492
H 2.2940 -3.9493 -0.1999
H 0.4894 -4.3804 3.7746
H 0.0910 -2.6859 3.3944
H 1.6713 -3.0967 4.1250
H 1.7653 -1.0805 2.9245
H 2.7141 0.6372 1.5108
```

---

Density functional theory data (ωB97M-V with the def2-TZVPD basis set) for a single C22H25N3O4 molecule.

Structure (SMILES) = COc1ccc(C(=O)N2CCNC(=O)[C@@H]2CC(=O)Nc2ccc(C)c(C)c2)cc1
Multiplicity = 1
Frontier orbital gap = 0.3187 hartree
E_tot = -35881.6594 eV
Charge = 0

Geometry as XYZ:
```
54
C22H25N3O4 ωB97M-V with the def2-TZVPD basis set
C 3.0458 6.5524 1.4704
O 1.7755 6.0828 1.8529
C 1.4384 4.7987 1.5569
C 0.1479 4.4105 1.9243
C -0.2981 3.1329 1.6649
C 0.5438 2.2072 1.0574
C 0.0549 0.8472 0.6888
O -0.8200 0.6771 -0.1399
N 0.6729 -0.1958 1.3047
C 1.5600 -0.1001 2.4327
C 0.9280 -0.8713 3.5925
N 0.6266 -2.2165 3.1611
C 0.3282 -2.5957 1.9016
O 0.0337 -3.7424 1.6331
C 0.4337 -1.5359 0.8143
C 1.5597 -1.9507 -0.1572
C 1.6930 -0.9190 -1.2592
O 2.6404 -0.1499 -1.2700
N 0.7527 -0.8225 -2.2282
C -0.5254 -1.3592 -2.4425
C -1.3924 -0.5975 -3.2229
C -2.6669 -1.0471 -3.4971
C -3.1243 -2.2635 -3.0100
C -4.5151 -2.7304 -3.3109
C -2.2579 -3.0391 -2.2376
C -2.7000 -4.3600 -1.6862
C -0.9713 -2.5895 -1.9739
C 1.8255 2.5928 0.6839
C 2.2728 3.8797 0.9275
H 3.0816 7.5938 1.7861
H 3.1842 6.4984 0.3860
H 3.8472 5.9965 1.9678
H -0.4886 5.1381 2.4022
H -1.3030 2.8432 1.9328
H 1.7014 0.9451 2.7066
H 2.5333 -0.5360 2.1819
H 1.6162 -0.9155 4.4404
H 0.0114 -0.3575 3.9130
H 0.5130 -2.9287 3.8687
H -0.5186 -1.5149 0.2689
H 1.3730 -2.9494 -0.5437
H 2.5131 -1.9673 0.3765
H 0.9323 -0.0175 -2.8210
H -1.0672 0.3604 -3.6016
H -3.3236 -0.4354 -4.0990
H -5.0289 -2.0187 -3.9520
H -4.4971 -3.6989 -3.8099
H -5.0888 -2.8432 -2.3912
H -3.6185 -4.2455 -1.1126
H -2.9001 -5.0647 -2.4933
H -1.9387 -4.7815 -1.0353
H -0.3332 -3.2357 -1.3970
H 2.4690 1.8875 0.1777
H 3.2687 4.1525 0.6168
```

---

Density functional theory data (ωB97M-V with the def2-TZVPD basis set) for a single C22H25N3O4S molecule in a non-equilibrium geometry.

Structure (SMILES) = Cc1ccc(N(CC(=O)N[C@@H](C)c2ccccc2)S(=O)(=O)c2c(C)noc2C)cc1
Multiplicity = 1
Frontier orbital gap = 0.3440 hartree
E_tot = -46714.6115 eV
Charge = 0

Geometry as XYZ:
```
55
C22H25N3O4S ωB97M-V with the def2-TZVPD basis set
C -2.1171 -4.8690 -3.3923
C -1.7556 -4.0176 -2.2139
C -2.3834 -2.7969 -1.9992
C -2.0670 -2.0081 -0.9087
C -1.1071 -2.4352 0.0076
N -0.7940 -1.6465 1.1302
C -1.8523 -0.8966 1.7775
C -1.9742 0.5432 1.2651
O -2.8611 0.8916 0.5090
N -1.0148 1.3576 1.7255
C -0.9824 2.7823 1.4204
C -0.7828 3.5610 2.7144
C 0.0375 3.0602 0.3331
C -0.1213 2.4032 -0.8840
C 0.7603 2.6192 -1.9255
C 1.8213 3.4947 -1.7653
C 1.9878 4.1508 -0.5605
C 1.1009 3.9384 0.4824
S 0.7539 -1.4084 1.6820
O 1.4852 -2.6375 1.6682
O 0.6229 -0.7151 2.9364
C 1.6156 -0.3256 0.5648
C 2.4888 0.7421 0.9399
C 2.7260 1.3281 2.2801
N 3.1230 1.1803 -0.1124
O 2.7194 0.4489 -1.1752
C 1.8275 -0.4653 -0.7851
C 1.2959 -1.3792 -1.8190
C -0.4856 -3.6645 -0.1877
C -0.8055 -4.4354 -1.2909
H -1.3006 -5.5377 -3.6534
H -2.3607 -4.2527 -4.2548
H -2.9910 -5.4777 -3.1584
H -3.1317 -2.4520 -2.6981
H -2.5711 -1.0645 -0.7706
H -1.6346 -0.8840 2.8476
H -2.7993 -1.4126 1.6045
H -0.3096 0.9789 2.3458
H -1.9751 3.0104 1.0083
H -0.8150 4.6299 2.5224
H -1.5799 3.3135 3.4118
H 0.1681 3.3065 3.1778
H -0.9559 1.7296 -1.0127
H 0.6201 2.1040 -2.8647
H 2.5152 3.6600 -2.5748
H 2.8133 4.8335 -0.4271
H 1.2443 4.4754 1.4072
H 2.2305 0.7378 3.0438
H 2.3527 2.3504 2.2960
H 3.7953 1.3634 2.4743
H 0.2516 -1.1564 -2.0324
H 1.3568 -2.4099 -1.4763
H 1.8790 -1.2542 -2.7281
H 0.2484 -4.0053 0.5227
H -0.3129 -5.3872 -1.4272
```

---

Density functional theory data (ωB97M-V with the def2-TZVPD basis set) for a single C22H25N3O6S molecule.

Structure (SMILES) = CCOCCCNC(=O)c1c[nH]c2ccc(S(=O)(=O)Nc3cccc(OC)c3)cc2c1=O
Multiplicity = 1
Frontier orbital gap = 0.3045 hartree
E_tot = -50810.6502 eV
Charge = 0

Geometry as XYZ:
```
57
C22H25N3O6S ωB97M-V with the def2-TZVPD basis set
C -5.5015 -1.0922 5.5534
C -4.8803 0.1507 4.9196
O -3.9012 0.7877 5.7246
C -2.7479 0.0421 6.0362
C -1.9250 -0.4001 4.8219
C -1.5807 0.7925 3.9244
N -1.0344 0.3735 2.6555
C -1.8254 -0.0694 1.6688
O -3.0454 -0.1072 1.7343
C -1.1107 -0.5112 0.4253
C -1.9029 -0.8534 -0.6259
N -1.4249 -1.2726 -1.8138
C -0.0806 -1.3897 -2.0377
C 0.4068 -1.8184 -3.2791
C 1.7632 -1.8994 -3.4910
C 2.6430 -1.5732 -2.4658
S 4.4072 -1.5284 -2.8021
O 4.5933 -1.6990 -4.2106
O 5.1274 -2.3815 -1.9090
N 4.8069 0.0415 -2.3537
C 3.8562 1.0399 -2.5792
C 3.5360 1.9735 -1.6032
C 2.5443 2.9070 -1.8574
C 1.8642 2.9062 -3.0565
C 2.1935 1.9748 -4.0445
O 1.4697 2.0406 -5.1937
C 1.7924 1.1552 -6.2410
C 3.1987 1.0489 -3.8060
C 2.1843 -1.1778 -1.2355
C 0.8118 -1.0696 -1.0002
C 0.3359 -0.5909 0.3105
O 1.1300 -0.2917 1.1987
H -4.7934 -1.9171 5.5840
H -5.8298 -0.8726 6.5669
H -6.3604 -1.4016 4.9644
H -4.4774 -0.0937 3.9289
H -5.6470 0.9202 4.7959
H -2.1543 0.7204 6.6562
H -3.0031 -0.8405 6.6401
H -1.0151 -0.8897 5.1729
H -2.4932 -1.1215 4.2326
H -0.8601 1.4476 4.4162
H -2.4981 1.3550 3.7289
H -0.0301 0.2789 2.5365
H -2.9766 -0.7875 -0.5120
H -2.0630 -1.5010 -2.5636
H -0.2901 -2.0697 -4.0652
H 2.1741 -2.2079 -4.4393
H 5.2494 0.0666 -1.4473
H 4.0535 1.9663 -0.6561
H 2.2914 3.6333 -1.1003
H 1.0802 3.6176 -3.2585
H 1.1137 1.4054 -7.0551
H 1.6405 0.1122 -5.9453
H 2.8253 1.2879 -6.5750
H 3.4970 0.3220 -4.5414
H 2.8627 -0.9385 -0.4316
```

---

Quick rundown of HOMO energy, same order as above: -8.528, -8.043, -8.684, -8.652 eV